C25H23ClN4O4S | wB97M-V/def2-TZVPD

## Properties
E = -2344.8368 a.u.
2S+1 = 1
structure (SMILES) = Cn1nc(-c2ccc(N3CCOCC3)c(NS(=O)(=O)c3ccc(Cl)cc3)c2)c2ccccc2c1=O
E_LUMO = 0.180 eV

Last column: Mulliken charge in e.
Geometry (Å):
C (-2.83, -3.73, -3.80)  -0.91
N (-2.58, -2.35, -3.45)  0.57
N (-2.10, -2.14, -2.23)  -0.76
C (-1.85, -0.95, -1.81)  -0.16
C (-2.02, 0.20, -2.66)  1.14
C (-1.66, 1.51, -2.29)  -0.86
C (-1.84, 2.55, -3.17)  -0.62
C (-2.36, 2.33, -4.44)  -0.56
C (-2.70, 1.05, -4.83)  -0.55
C (-2.53, -0.02, -3.95)  -0.28
C (-2.86, -1.38, -4.39)  0.37
O (-3.32, -1.68, -5.47)  -0.72
H (-3.10, 0.84, -5.81)  0.51
H (-2.50, 3.16, -5.12)  0.41
H (-1.56, 3.55, -2.88)  0.46
H (-1.25, 1.68, -1.31)  0.53
C (-1.33, -0.80, -0.44)  0.52
C (-0.12, -1.38, -0.10)  -0.48
C (0.44, -1.16, 1.15)  -1.02
C (-0.24, -0.39, 2.11)  0.16
C (-1.49, 0.12, 1.77)  -0.43
C (-2.02, -0.05, 0.50)  -0.64
H (-2.97, 0.39, 0.26)  0.53
H (-2.04, 0.70, 2.50)  0.42
N (0.36, -0.22, 3.37)  0.38
C (1.40, 0.79, 3.44)  0.24
H (2.06, 0.72, 2.57)  -0.28
C (2.20, 0.56, 4.73)  -0.68
H (2.95, 1.34, 4.86)  0.38
O (1.37, 0.63, 5.86)  -0.40
C (0.32, -0.32, 5.78)  -0.85
H (-0.28, -0.19, 6.68)  0.37
C (-0.52, -0.09, 4.52)  -0.62
H (-1.31, -0.85, 4.45)  0.47
H (-0.99, 0.90, 4.58)  0.39
H (0.74, -1.34, 5.75)  0.35
H (2.70, -0.42, 4.68)  0.32
H (0.97, 1.80, 3.47)  0.30
N (1.69, -1.71, 1.44)  -0.26
S (2.95, -1.64, 0.35)  1.17
O (2.69, -2.50, -0.76)  -0.65
O (4.13, -1.83, 1.13)  -0.71
C (2.87, 0.07, -0.21)  -0.28
C (3.51, 1.04, 0.53)  -0.30
C (3.36, 2.37, 0.19)  -0.69
C (2.56, 2.71, -0.90)  0.29
C (1.95, 1.73, -1.66)  -0.75
C (2.11, 0.40, -1.32)  -0.09
H (1.66, -0.39, -1.91)  0.57
H (1.35, 2.00, -2.52)  0.57
Cl (2.35, 4.36, -1.31)  -0.23
H (3.86, 3.15, 0.76)  0.47
H (4.14, 0.74, 1.36)  0.57
H (1.97, -1.61, 2.40)  0.42
H (0.40, -2.02, -0.80)  0.97
H (-2.27, -4.00, -4.69)  0.30
H (-3.89, -3.87, -4.01)  0.29
H (-2.53, -4.35, -2.95)  0.34